Here is a molecular structure, C45H48LuN4O7S3Se2 from the OMol25 dataset. Energies are from ωB97M-V with the def2-TZVPD basis set.

Output
- Spin multiplicity: 1
- Charge: -1
- Maximum force: 1.690 eV/Å
- Orbital gap: 5.846 eV
- E: -9722.448755 hartree

```
110
C45H48LuN4O7S3Se2 | the OMol25 dataset | ωB97M-V with the def2-TZVPD basis set
Lu -0.217 -1.138 2.937
N -2.100 -2.160 1.717
C -3.310 -1.466 2.245
C -2.932 0.044 2.355
O -3.538 0.813 1.580
N -1.914 0.297 3.193
C -1.405 1.655 3.426
C 0.040 1.700 4.056
O 0.546 2.790 4.330
O 0.588 0.513 4.191
H -2.159 -2.109 0.703
H -2.153 -3.149 1.971
H -3.574 -1.874 3.218
H -4.151 -1.555 1.547
H -2.060 2.214 4.097
H -1.356 2.212 2.493
C -6.574 5.000 -1.172
C -5.464 3.980 -1.127
C -5.749 2.615 -1.271
C -4.752 1.670 -1.113
C -3.473 2.120 -0.870
C -3.161 3.453 -0.722
C -4.160 4.390 -0.866
S -2.110 1.005 -0.636
O -1.207 1.793 0.216
C -1.549 1.100 -2.340
C -2.457 0.479 -3.229
C -2.518 0.883 -4.518
C -1.807 2.065 -4.876
C -2.064 2.738 -6.103
C -1.589 3.985 -6.330
C -0.804 4.626 -5.357
C -0.454 3.973 -4.220
C -0.889 2.643 -3.970
C -0.554 1.933 -2.768
C 0.709 2.184 -2.018
C 1.828 2.855 -2.627
C 2.069 2.818 -4.033
C 3.203 3.367 -4.564
C 4.113 4.045 -3.751
C 3.918 4.080 -2.404
C 2.801 3.433 -1.808
C 2.726 3.294 -0.381
C 1.870 2.382 0.132
C 0.983 1.715 -0.749
S 0.648 -0.020 -0.531
O 0.331 -0.334 0.901
C 2.331 -0.500 -0.715
C 3.150 -0.343 0.390
C 4.502 -0.519 0.213
C 5.015 -0.808 -1.052
C 6.482 -1.063 -1.195
C 4.159 -0.935 -2.144
C 2.792 -0.823 -1.970
H -7.489 4.572 -1.601
H -6.306 5.900 -1.736
H -6.820 5.348 -0.174
H -6.770 2.327 -1.506
H -4.965 0.605 -1.178
H -2.136 3.738 -0.527
H -3.942 5.449 -0.768
H -3.111 -0.308 -2.841
H -3.149 0.415 -5.261
H -2.694 2.247 -6.841
H -1.832 4.521 -7.241
H -0.499 5.656 -5.493
H 0.138 4.485 -3.477
H 1.383 2.256 -4.669
H 3.400 3.279 -5.627
H 4.980 4.515 -4.189
H 4.660 4.540 -1.754
H 3.427 3.838 0.247
H 1.867 2.112 1.195
H 2.734 -0.060 1.349
H 5.165 -0.399 1.060
H 7.067 -0.381 -0.596
H 6.814 -0.996 -2.225
H 6.713 -2.071 -0.852
H 4.573 -1.124 -3.125
H 2.111 -0.905 -2.806
O 2.264 -5.645 3.247
C 1.174 -5.189 4.014
C 1.567 -4.189 5.113
C 2.382 -4.953 6.156
O 2.888 -4.196 7.241
C 0.320 -3.662 5.809
Se -1.142 -2.963 4.736
C 2.472 -3.082 4.575
Se 2.209 -2.425 2.757
H 2.493 -4.918 2.647
H 0.727 -6.072 4.480
H 0.397 -4.731 3.391
H 3.200 -5.444 5.632
H 1.770 -5.734 6.602
H 3.366 -3.437 6.884
H 0.589 -2.902 6.530
H -0.105 -4.484 6.385
H 3.512 -3.423 4.629
H 2.435 -2.207 5.226
C -1.673 -6.075 0.299
N -1.564 -4.925 -0.578
C -0.599 -3.969 -0.535
N 0.260 -4.117 0.472
S -0.551 -2.758 -1.711
H -2.578 -6.621 0.036
H -1.750 -5.794 1.355
H -0.817 -6.751 0.200
H -2.180 -4.805 -1.370
H 0.052 -4.725 1.252
H 0.962 -3.434 0.681
```